[1]
{
  "formula": "C46H45BBaN11O2S3",
  "method": "ωB97M-V/def2-TZVPD",
  "orbital_gap_ha": 0.25045,
  "relative_energy_ev": 0.000,
  "charge": -1,
  "symbols": ["Ba", "C", "C", "C", "C", "N", "C", "N", "C", "N", "C", "N", "C", "C", "C", "C", "C", "N", "C", "C", "C", "C", "C", "C", "H", "H", "H", "H", "H", "H", "H", "H", "H", "H", "H", "H", "C", "N", "C", "C", "N", "B", "N", "C", "C", "N", "C", "C", "S", "C", "S", "H", "H", "H", "H", "H", "H", "H", "H", "H", "H", "H", "H", "C", "C", "O", "S", "C", "C", "C", "C", "C", "C", "C", "C", "H", "H", "H", "H", "H", "H", "H", "C", "C", "N", "C", "C", "C", "O", "C", "C", "C", "C", "N", "C", "H", "H", "H", "H", "H", "H", "H", "H", "H", "H", "H", "H", "H", "H"],
  "coordinates": [[-0.4127, -0.0554, -0.2839], [0.3733, 0.1737, -4.9876], [1.2533, -0.8046, -5.4375], [1.9234, -1.5732, -4.5139], [1.6988, -1.3761, -3.1400], [0.8692, -0.4165, -2.7166], [0.2292, 0.3306, -3.6246], [2.3917, -2.2426, -2.3153], [2.3439, -2.4068, -1.0360], [1.6665, -1.7838, -0.0075], [2.0088, -2.4177, 1.1577], [1.6746, -2.2581, 2.4027], [0.9371, -1.2560, 2.9848], [0.7242, -1.3908, 4.3740], [0.0786, -0.3982, 5.0693], [-0.3506, 0.7423, 4.3893], [-0.1305, 0.7918, 3.0308], [0.4715, -0.1816, 2.3368], [2.9621, -3.5283, 0.8713], [3.5793, -4.4502, 1.6941], [4.4347, -5.3678, 1.0937], [4.6558, -5.3507, -0.2841], [4.0270, -4.4150, -1.0985], [3.1817, -3.5105, -0.4859], [-0.1778, 0.8087, -5.6673], [1.4053, -0.9700, -6.4973], [2.6049, -2.3593, -4.8064], [-0.4255, 1.1061, -3.2318], [1.0999, -2.2814, 4.8571], [-0.0822, -0.4959, 6.1361], [-0.8411, 1.5612, 4.8966], [-0.4434, 1.6586, 2.4521], [3.3935, -4.4475, 2.7600], [4.9385, -6.1101, 1.7008], [5.3272, -6.0796, -0.7215], [4.1820, -4.3843, -2.1693], [-3.1061, 3.1313, 1.4674], [-1.9743, 3.8291, 0.8972], [-1.2321, 4.8106, 1.5280], [-0.3103, 5.2208, 0.6339], [-0.4823, 4.5125, -0.5322], [0.3925, 4.7399, -1.7937], [1.3209, 3.5114, -2.1193], [1.8275, 3.3694, -3.3933], [2.7777, 2.4113, -3.3769], [2.8459, 1.9537, -2.0795], [3.7229, 0.9069, -1.5997], [1.9493, 2.6332, -1.3118], [1.7400, 2.3458, 0.3613], [-1.4998, 3.6501, -0.3628], [-2.1433, 2.5332, -1.4855], [-3.4385, 3.6780, 2.3482], [-2.8399, 2.1126, 1.7490], [-3.9121, 3.0869, 0.7365], [-1.4280, 5.1100, 2.5417], [0.4765, 5.9461, 0.7256], [-0.3004, 4.9195, -2.7668], [1.0964, 5.6975, -1.5480], [1.4521, 3.9671, -4.2044], [3.3738, 1.9835, -4.1632], [3.9769, 0.2521, -2.4311], [3.2070, 0.3366, -0.8301], [4.6308, 1.3320, -1.1691], [-1.1684, -7.1561, -6.5391], [0.0130, -6.9070, -7.4381], [0.3307, -7.6422, -8.3382], [0.9967, -5.4388, -7.1720], [0.2582, -4.6791, -5.7488], [-0.7886, -3.7751, -5.9032], [-1.3613, -3.1778, -4.7949], [-0.9011, -3.4613, -3.5020], [0.1561, -4.3713, -3.3637], [0.7327, -4.9643, -4.4713], [-1.4578, -2.8032, -2.3622], [-1.8990, -2.1939, -1.3888], [-0.8497, -7.2202, -5.4991], [-1.6411, -8.0844, -6.8504], [-1.8755, -6.3287, -6.6006], [-1.1487, -3.5413, -6.8979], [-2.1679, -2.4660, -4.9159], [0.5355, -4.5829, -2.3730], [1.5625, -5.6504, -4.3499], [-7.6421, 1.1115, -2.2241], [-7.3335, -0.3787, -2.2489], [-6.1390, -0.7122, -1.4797], [-4.9617, -1.1594, -2.2246], [-4.3412, -0.0636, -3.0751], [-6.2789, -0.7857, -0.1369], [-7.3617, -0.6380, 0.4224], [-5.0539, -1.0092, 0.7037], [-5.0960, -1.9417, 1.7298], [-3.9964, -2.0797, 2.5580], [-2.9046, -1.2507, 2.3537], [-2.8643, -0.3305, 1.3925], [-3.9142, -0.2294, 0.5768], [-8.5325, 1.3261, -2.8182], [-6.8084, 1.6870, -2.6281], [-7.8264, 1.4361, -1.2007], [-7.1595, -0.7163, -3.2715], [-8.1772, -0.9396, -1.8440], [-5.2674, -1.9984, -2.8596], [-4.2136, -1.5529, -1.5409], [-5.0176, 0.2759, -3.8635], [-3.4297, -0.4464, -3.5363], [-4.0704, 0.8010, -2.4663], [-5.9876, -2.5396, 1.8691], [-3.9804, -2.8102, 3.3550], [-2.0259, -1.3242, 2.9869], [-3.8384, 0.5271, -0.2002]],
  "forces_ev_per_a": [[-0.2, 0.2, -0.1], [0.0, 0.0, 0.0], [0.0, 0.0, 0.0], [0.0, 0.0, 0.0], [0.0, 0.0, 0.0], [0.1, -0.1, 0.0], [0.0, 0.0, 0.0], [0.0, 0.0, 0.0], [0.0, 0.0, 0.0], [0.1, -0.1, 0.0], [0.0, 0.0, 0.0], [0.0, 0.0, 0.0], [0.0, 0.0, 0.0], [0.0, 0.0, 0.0], [0.0, 0.0, 0.0], [0.0, 0.0, 0.0], [0.0, 0.0, 0.0], [0.0, -0.1, 0.0], [0.0, 0.0, 0.0], [0.0, 0.0, 0.0], [0.0, 0.0, 0.0], [0.0, 0.0, 0.0], [0.0, 0.0, 0.0], [0.0, 0.0, 0.0], [0.0, 0.0, 0.0], [0.0, 0.0, 0.0], [0.0, 0.0, 0.0], [0.0, 0.0, 0.0], [0.0, 0.0, 0.0], [0.0, 0.0, 0.0], [0.0, 0.0, 0.0], [0.0, 0.0, 0.0], [0.0, 0.0, 0.0], [0.0, 0.0, 0.0], [0.0, 0.0, 0.0], [0.0, 0.0, 0.0], [0.0, 0.0, 0.0], [0.0, 0.0, 0.0], [0.0, 0.0, 0.0], [0.0, 0.0, 0.0], [0.0, 0.0, 0.0], [0.0, 0.0, 0.0], [0.0, 0.0, 0.0], [0.0, 0.0, 0.0], [0.0, 0.0, 0.0], [0.0, 0.0, 0.0], [0.0, 0.0, 0.0], [0.0, 0.0, 0.0], [0.0, 0.1, 0.0], [0.0, 0.0, 0.0], [0.0, 0.0, 0.0], [0.0, 0.0, 0.0], [0.0, 0.0, 0.0], [0.0, 0.0, 0.0], [0.0, 0.0, 0.0], [0.0, 0.0, 0.0], [0.0, 0.0, 0.0], [0.0, 0.0, 0.0], [0.0, 0.0, 0.0], [0.0, 0.0, 0.0], [0.0, 0.0, 0.0], [0.0, 0.0, 0.0], [0.0, 0.0, 0.0], [0.0, 0.0, 0.0], [0.0, 0.0, 0.0], [0.0, 0.0, 0.0], [0.0, 0.0, 0.0], [0.0, 0.0, 0.0], [0.0, 0.0, 0.0], [0.0, 0.0, 0.0], [0.0, 0.0, 0.0], [0.0, 0.0, 0.0], [0.0, 0.0, 0.0], [0.0, 0.0, 0.0], [-0.1, 0.0, 0.0], [0.0, 0.0, 0.0], [0.0, 0.0, 0.0], [0.0, 0.0, 0.0], [0.0, 0.0, 0.0], [0.0, 0.0, 0.0], [0.0, 0.0, 0.0], [0.0, 0.0, 0.0], [0.0, 0.0, 0.0], [0.0, 0.0, 0.0], [0.0, 0.0, 0.0], [0.0, 0.0, 0.0], [0.0, 0.0, 0.0], [0.0, 0.1, 0.0], [0.0, 0.0, 0.0], [0.0, 0.0, 0.0], [0.0, 0.0, 0.0], [0.0, 0.0, 0.0], [0.0, 0.0, 0.0], [0.0, 0.0, 0.0], [0.0, 0.0, 0.0], [0.0, 0.0, 0.0], [0.0, 0.0, 0.0], [0.0, 0.0, 0.0], [0.0, 0.0, 0.0], [0.0, 0.0, 0.0], [0.0, 0.0, 0.0], [0.0, 0.0, 0.0], [0.0, 0.0, 0.0], [0.0, 0.0, 0.0], [0.0, 0.0, 0.0], [0.0, 0.0, 0.0], [0.0, 0.0, 0.0], [0.0, 0.0, 0.0], [0.0, 0.0, 0.0]]
}

[2]
{
  "formula": "H16O8",
  "method": "ωB97M-V/def2-TZVPD",
  "smiles": "O.O.O.O.O.O.O.O",
  "orbital_gap_ha": 0.33138,
  "relative_energy_ev": 5.495,
  "symbols": ["O", "H", "H", "O", "H", "H", "O", "H", "H", "O", "H", "H", "O", "H", "H", "O", "H", "H", "O", "H", "H", "O", "H", "H"],
  "coordinates": [[-0.5459, 0.0871, 1.7937], [-0.1044, 0.5852, 1.0536], [-1.1747, -0.4502, 1.1711], [0.8506, -2.5691, -1.6117], [1.5560, -2.8772, -2.1950], [1.2758, -2.6913, -0.7681], [-0.9354, -1.5179, -2.4756], [-0.6818, -2.4629, -2.4531], [-1.7273, -1.5599, -2.9298], [-4.0974, -0.6817, -0.8965], [-3.1592, -0.5908, -0.9720], [-4.0958, -1.3696, -0.1470], [3.4255, 1.6559, 0.7728], [4.4090, 1.5876, 0.9430], [3.1946, 1.1509, -0.0022], [-1.2697, 2.4372, 0.8091], [-1.7370, 1.5980, 0.8660], [-0.9706, 2.5332, -0.1328], [0.3176, 1.4711, 2.8146], [0.0362, 2.0411, 2.1749], [-0.0961, 1.8932, 3.5976], [1.7088, 0.3016, -0.5124], [2.0667, -0.2809, -1.1975], [1.7547, -0.2905, 0.2972]],
  "forces_ev_per_a": [[-3.3, -4.3, -5.6], [-0.2, -0.7, 1.3], [1.2, 0.4, 1.4], [2.0, -0.8, 0.2], [-0.2, 0.0, -0.3], [-0.1, -0.1, 0.9], [1.1, -0.5, 0.6], [0.0, 1.0, 0.3], [-2.8, 0.4, -1.6], [-0.5, -1.9, 2.2], [1.2, 0.4, -0.6], [-0.6, 1.5, -1.6], [2.3, 0.6, 1.3], [-1.8, 0.1, -0.5], [0.0, -0.2, -0.4], [0.4, 0.8, -1.7], [-0.1, 0.1, 0.0], [-0.5, -0.1, 1.3], [3.0, 1.9, 6.5], [-1.1, 2.6, -3.0], [0.7, -0.5, -0.3], [0.1, -1.7, 1.0], [-0.5, 0.1, -0.2], [-0.2, 1.2, -1.1]]
}